a:
DFT (ωB97M-V/def2-TZVPD) results for one molecule with the formula C5H7Cl.

## Properties
Frontier orbital gap (eV): 9.729
Lowest unoccupied orbital energy (hartree): 0.0358
SMILES: CC[C@H]1C=C1Cl
M (u): 102.6

The geometry in ORCA input format:
```
! wB97M-V def2-TZVPD RIJCOSX def2/J DEFGRID3
* xyz 0 1
C 1.4079 1.6490 0.2303
C 1.7594 0.4234 -0.0975
C 0.4133 0.7724 -0.5767
C -1.1642 -1.3399 -0.0535
C -0.8913 0.1614 0.3340
Cl 2.9882 -0.7015 0.0634
H 1.7577 2.4326 0.8476
H 0.3315 0.6782 -1.6189
H -0.4852 -2.1866 0.0410
H -1.5070 -1.2742 -1.0308
H -2.0261 -1.4909 0.5209
H -0.9053 0.1931 1.3846
H -1.6789 0.6831 -0.0443
*
```

Results of the Löwdin charge analysis, in e, for atoms 1 through 6: 0.02, -0.75, -0.17, -0.10, -0.15, 0.69

=====

b:
DFT (ωB97M-V/def2-TZVPD) results for a 2-piece molecular cluster, C5H7Cl overall.

## Properties
Frontier orbital gap (alpha / beta) (eV): 9.242 / 9.242
Lowest unoccupied orbital energy (alpha / beta) (hartree): 0.0101 / 0.0101
M (u): 102.6

The geometry in ORCA input format:
```
! wB97M-V def2-TZVPD RIJCOSX def2/J DEFGRID3
* xyz 0 1
C 0.9300 -0.0612 -0.7965
C -1.9938 -1.3552 1.1503
C 0.3163 0.4815 0.2594
C -1.8688 -0.1351 0.5201
C 0.6702 1.3524 1.3637
Cl -2.9503 0.3818 -0.6620
H 2.0016 -0.0292 -0.8168
H 0.3916 -0.7900 -1.4513
H -2.8961 -1.8115 0.8051
H -1.1248 -1.8932 1.5978
H 0.3114 2.4051 1.2607
H 1.7571 1.2525 1.6338
H 0.2891 0.9334 2.3338
*
```

Results of the Löwdin charge analysis, in e, for atoms 1 through 6: 0.00, -0.10, -0.19, -0.66, -0.14, 0.60

=====

c:
DFT (ωB97M-V/def2-TZVPD) results for C5H7Cl as an isolated structure.

## Properties
Frontier orbital gap (eV): 7.731
Lowest unoccupied orbital energy (hartree): -0.0333
M (u): 102.6

The geometry in ORCA input format:
```
! wB97M-V def2-TZVPD RIJCOSX def2/J DEFGRID3
* xyz 0 1
C 1.1324 -1.1131 -0.0446
C 2.7650 -2.1655 -0.3345
C 0.0670 -0.6318 0.8301
C -0.9631 1.5620 0.0131
C -1.1938 0.0567 0.2444
Cl 3.4370 -1.5126 -1.6395
H 1.1628 -0.4707 -0.9412
H 0.1893 -1.0165 1.8174
H -0.8269 2.2240 0.8982
H -1.9109 1.8749 -0.3979
H -0.2306 1.7168 -0.6369
H -1.6587 -0.3831 -0.6952
H -1.9695 -0.1413 0.8866
*
```

Results of the Löwdin charge analysis, in e, for atoms 1 through 6: -0.10, -0.50, -0.11, -0.10, -0.25, 0.64

=====

It comes down to a, which is 0.877 eV more stable than the next structure.